Entry 1:
Molecular formula: C42H105N7
Method: DFT, ωB97M-V/def2-TZVPD

Last column: Mulliken charge in e.
Cartesian coordinates (Å):
C  -18.88  2.08  -15.70  -1.280
C  -17.36  1.99  -15.85  -0.234
N  -16.80  1.54  -17.13  0.231
C  -16.79  0.09  -17.20  -0.418
C  -15.92  -0.44  -18.33  -1.299
C  -17.46  2.15  -18.29  -0.438
C  -17.32  3.66  -18.25  -1.158
H  -19.34  2.88  -16.26  0.272
H  -19.09  2.22  -14.64  0.446
H  -19.35  1.13  -15.95  0.292
H  -16.94  2.98  -15.62  -0.218
H  -16.97  1.33  -15.07  0.595
H  -16.34  -0.31  -16.28  0.345
H  -17.81  -0.33  -17.26  0.297
H  -15.83  -1.53  -18.34  0.427
H  -16.32  -0.18  -19.31  0.316
H  -14.92  0.00  -18.28  0.300
H  -18.51  1.83  -18.36  0.332
H  -16.93  1.81  -19.18  0.429
H  -18.05  4.12  -17.56  0.207
H  -17.57  4.12  -19.20  0.462
H  -16.33  3.96  -17.92  0.109
C  -17.01  12.18  -14.59  -1.138
C  -16.18  13.44  -14.78  -0.845
N  -14.77  13.22  -15.03  1.197
C  -14.48  12.31  -16.13  -0.707
C  -13.01  11.94  -16.32  -0.479
C  -13.97  14.41  -14.94  -0.860
C  -14.28  15.50  -15.97  -1.378
H  -18.02  12.48  -14.30  0.473
H  -16.62  11.46  -13.86  0.121
H  -17.12  11.60  -15.51  0.374
H  -16.66  14.05  -15.56  0.340
H  -16.24  14.01  -13.85  0.393
H  -15.01  11.37  -16.00  0.168
H  -14.84  12.74  -17.08  0.366
H  -12.68  11.18  -15.60  0.034
H  -12.91  11.48  -17.31  -0.034
H  -12.28  12.73  -16.23  0.345
H  -12.91  14.16  -15.05  0.403
H  -13.96  14.78  -13.91  0.334
H  -15.25  15.97  -15.86  0.299
H  -14.24  15.08  -16.98  0.276
H  -13.51  16.27  -15.90  0.440
C  -12.96  4.37  -16.01  -1.709
C  -14.29  5.09  -15.79  0.432
N  -14.10  6.53  -15.70  1.016
C  -15.18  7.23  -15.01  -0.361
C  -15.44  6.73  -13.60  -0.866
C  -13.92  7.12  -17.03  -1.011
C  -13.25  8.51  -16.98  -0.519
H  -12.21  4.82  -15.35  0.329
H  -12.56  4.47  -17.02  0.380
H  -13.01  3.31  -15.78  0.421
H  -15.01  4.81  -16.57  -0.140
H  -14.65  4.74  -14.82  -0.160
H  -14.85  8.27  -14.92  -0.125
H  -16.10  7.28  -15.62  0.415
H  -15.92  5.75  -13.57  0.521
H  -14.50  6.75  -13.04  -0.067
H  -16.10  7.44  -13.09  0.099
H  -14.88  7.16  -17.56  0.382
H  -13.25  6.49  -17.60  0.451
H  -12.66  8.53  -16.06  0.151
H  -13.96  9.33  -16.89  0.083
H  -12.56  8.61  -17.81  0.155
C  -9.63  12.62  -18.52  -0.963
C  -9.21  11.53  -19.52  -0.466
N  -9.92  11.55  -20.78  0.048
C  -11.37  11.61  -20.67  -1.026
C  -12.04  10.40  -20.01  -0.806
C  -9.43  10.49  -21.65  -0.408
C  -10.01  10.56  -23.07  -1.355
H  -8.82  12.67  -17.79  0.428
H  -10.52  12.31  -17.96  -0.079
H  -9.83  13.57  -19.00  0.351
H  -8.14  11.66  -19.71  0.487
H  -9.29  10.58  -18.95  0.282
H  -11.80  11.79  -21.66  0.428
H  -11.58  12.49  -20.06  0.350
H  -13.10  10.62  -19.85  0.475
H  -11.54  10.16  -19.08  0.073
H  -11.97  9.52  -20.65  0.433
H  -8.34  10.48  -21.65  0.489
H  -9.76  9.50  -21.28  0.275
H  -9.98  11.58  -23.45  0.338
H  -9.43  9.93  -23.74  0.410
H  -11.02  10.15  -23.10  0.271
C  -19.56  10.08  -12.75  -1.352
C  -18.73  10.57  -11.58  -0.367
N  -17.95  9.54  -10.94  0.678
C  -16.71  10.04  -10.39  0.486
C  -15.75  8.91  -9.98  -0.253
C  -18.70  8.62  -10.10  -0.535
C  -19.16  9.19  -8.76  -1.188
H  -20.34  9.36  -12.46  0.425
H  -18.92  9.59  -13.48  0.183
H  -20.12  10.90  -13.20  0.407
H  -18.02  11.27  -12.04  0.129
H  -19.24  11.28  -10.90  0.283
H  -16.20  10.60  -11.17  -0.876
H  -16.88  10.71  -9.53  0.314
H  -14.76  9.36  -10.07  -0.526
H  -15.87  8.54  -8.97  0.677
H  -15.76  8.11  -10.72  0.040
H  -18.10  7.74  -9.87  0.172
H  -19.57  8.32  -10.70  0.420
H  -19.84  8.50  -8.25  0.430
H  -19.69  10.14  -8.81  0.285
H  -18.33  9.34  -8.07  0.261
C  -12.96  2.33  -11.80  -1.439
C  -14.25  2.93  -11.28  -0.005
N  -14.14  3.51  -9.95  0.133
C  -15.46  3.80  -9.41  -0.316
C  -15.42  4.38  -8.01  -1.330
C  -13.12  4.54  -9.78  -1.632
C  -13.46  5.89  -10.42  0.270
H  -12.60  1.57  -11.10  0.328
H  -12.17  3.08  -11.87  0.319
H  -13.13  1.84  -12.76  0.423
H  -14.72  3.66  -11.96  -0.015
H  -15.02  2.15  -11.22  0.413
H  -16.03  4.42  -10.13  0.256
H  -16.01  2.86  -9.43  0.437
H  -15.18  5.45  -7.96  0.196
H  -16.37  4.23  -7.50  0.414
H  -14.64  3.83  -7.49  0.380
H  -12.16  4.18  -10.13  0.486
H  -12.99  4.65  -8.70  0.356
H  -13.14  5.91  -11.46  0.115
H  -13.03  6.71  -9.85  0.368
H  -14.55  6.01  -10.40  -0.144
C  -13.98  12.83  -11.42  -0.455
C  -12.59  12.42  -11.96  -0.827
N  -12.24  11.02  -11.76  0.202
C  -11.91  10.60  -10.41  0.147
C  -10.86  11.50  -9.79  -1.606
C  -13.05  10.12  -12.55  2.090
C  -12.33  8.78  -12.81  -1.139
H  -14.07  13.91  -11.57  0.424
H  -14.19  12.49  -10.41  0.314
H  -14.71  12.38  -12.10  -0.311
H  -12.57  12.61  -13.04  0.269
H  -11.82  13.09  -11.59  0.449
H  -12.80  10.42  -9.79  -0.069
H  -11.35  9.67  -10.57  0.289
H  -10.04  11.62  -10.50  0.396
H  -11.18  12.52  -9.54  0.339
H  -10.46  11.11  -8.85  0.420
H  -13.16  10.54  -13.56  -1.091
H  -14.06  9.95  -12.17  -0.495
H  -11.26  8.90  -12.96  0.476
H  -12.73  8.23  -13.66  0.076
H  -12.46  8.20  -11.89  -0.050

Relative energy (zero: lowest compared OMol25 entry of this formula, charge and spin): 0.0 kcal/mol
Total charge: 0
Orbital gap: 8.644 eV
Structure (SMILES): CCN(CC)CC.CCN(CC)CC.CCN(CC)CC.CCN(CC)CC.CCN(CC)CC.CCN(CC)CC.CCN(CC)CC
HOMO: -7.95 eV


Entry 2:
Molecular formula: C49H41N7RhS
Method: DFT, ωB97M-V/def2-TZVPD

Last column: Mulliken charge in e.
Cartesian coordinates (Å):
Rh  0.10  0.44  0.13  -0.737
N  4.86  1.96  -0.53  0.145
C  6.23  1.71  -0.46  0.477
C  7.08  2.41  -1.31  -0.530
C  8.46  2.39  -1.06  -0.481
C  8.99  1.71  0.04  -0.560
C  8.13  1.13  0.97  -0.525
C  6.75  1.04  0.64  0.577
S  5.65  0.25  1.77  0.047
N  4.25  1.04  1.55  -0.227
C  4.01  1.69  0.48  -0.489
C  2.60  2.25  0.35  0.991
C  2.64  3.80  0.31  -1.157
C  2.41  4.56  -0.81  -0.753
C  1.20  4.40  -1.55  -0.752
C  -0.01  3.91  -1.03  0.492
N  1.61  1.54  0.11  -0.526
H  4.47  2.40  -1.35  0.287
H  6.58  3.00  -2.10  0.347
H  9.11  2.96  -1.73  0.374
H  10.06  1.75  0.27  0.370
H  8.55  0.78  1.92  0.387
H  3.12  4.24  1.18  0.499
H  3.10  5.33  -1.07  0.565
H  1.15  4.68  -2.62  0.278
H  -0.10  3.78  0.09  0.352
C  -5.92  -2.04  2.30  -1.297
C  -6.25  -1.48  0.99  0.807
C  -7.61  -1.09  0.69  -0.867
C  -7.89  -0.31  -0.43  -0.701
C  -6.89  -0.02  -1.38  -0.664
C  -5.59  -0.46  -1.17  -0.117
C  -5.27  -1.17  0.02  -0.200
N  -3.86  -1.45  0.27  0.310
C  -2.82  -0.53  0.24  -0.682
N  -3.12  0.82  0.25  0.180
C  -2.41  1.86  -0.41  -0.319
C  -1.16  1.67  -0.99  0.314
C  -0.63  2.71  -1.84  -0.105
C  -1.26  4.06  -1.81  -0.231
C  -2.48  4.24  -1.08  -1.379
C  -3.06  3.14  -0.45  1.586
C  -4.33  3.35  0.35  -2.050
N  -1.54  -0.89  0.27  0.468
C  -0.91  -2.25  0.04  1.252
C  -0.56  -2.93  1.35  0.838
C  -0.55  -4.37  1.40  -1.459
C  -1.16  -5.11  0.40  -1.135
C  -1.58  -4.48  -0.81  -0.599
C  -1.42  -3.13  -1.05  1.143
C  -1.80  -2.64  -2.44  -2.343
H  -6.82  -2.11  2.92  0.414
H  -5.18  -1.46  2.88  0.217
H  -5.59  -3.10  2.30  0.327
H  -8.35  -1.33  1.44  0.381
H  -8.88  0.01  -0.63  0.446
H  -7.14  0.58  -2.25  0.428
H  -4.79  -0.26  -1.88  0.457
H  -3.62  -2.35  0.69  0.356
H  -4.06  0.99  0.53  0.362
H  -0.09  2.36  -2.74  0.340
H  -1.13  4.66  -2.72  0.483
H  -2.96  5.22  -1.01  0.430
H  -4.38  4.40  0.54  0.478
H  -4.24  2.92  1.34  0.476
H  -5.25  3.06  -0.15  0.309
H  -1.16  -2.55  2.17  0.946
H  -0.01  -4.94  2.15  0.438
H  -1.28  -6.24  0.47  0.304
H  -2.09  -5.07  -1.56  0.539
H  -1.05  -2.99  -3.19  0.404
H  -1.81  -1.56  -2.66  0.105
H  -2.76  -3.12  -2.69  0.616
C  0.68  0.85  4.33  -0.743
C  0.85  -0.47  4.70  -1.128
C  0.93  -1.47  3.73  -0.272
C  0.80  -1.15  2.37  -0.770
C  0.56  0.19  2.04  0.470
C  0.56  1.18  2.97  0.046
C  0.85  -2.24  1.28  2.840
C  2.03  -3.09  1.28  -1.251
C  2.83  -3.26  0.22  -0.946
C  2.51  -2.78  -1.10  0.590
C  3.34  -2.98  -2.23  -1.068
C  2.91  -2.55  -3.50  -0.769
C  1.75  -1.79  -3.62  -1.297
C  1.03  -1.45  -2.46  0.266
C  1.36  -1.99  -1.22  -0.316
N  0.56  -1.66  -0.09  -0.363
H  0.61  1.62  5.12  0.408
H  0.69  -0.76  5.74  0.362
H  0.90  -2.52  4.04  0.390
H  0.43  2.25  2.67  0.245
H  2.34  -3.59  2.22  0.384
H  3.85  -3.73  0.31  0.349
H  4.27  -3.54  -2.16  0.442
H  3.50  -2.67  -4.41  0.405
H  1.38  -1.39  -4.57  0.472
H  0.17  -0.78  -2.49  0.799

Relative energy (zero: lowest compared OMol25 entry of this formula, charge and spin): 142.7 kcal/mol
Total charge: +1
Orbital gap (alpha / beta): 5.341 / 3.527 eV
2S+1: 5
HOMO (alpha / beta): -8.08 / -9.08 eV


Entry 3:
Molecular formula: C29H26ClN7O4Sm
Method: DFT, ωB97M-V/def2-TZVPD

Last column: Mulliken charge in e.
Cartesian coordinates (Å):
Sm  -0.84  -0.13  -0.33  1.105
O  3.62  -0.57  5.18  -0.685
C  4.15  -0.18  4.13  0.356
O  5.31  0.00  3.75  -0.689
C  3.09  0.08  3.04  -0.302
C  3.36  -0.22  1.71  -1.154
C  2.31  -0.26  0.81  0.914
N  1.11  0.24  1.12  -0.048
C  0.91  0.73  2.36  1.116
C  1.82  0.54  3.37  -0.784
C  -0.39  1.40  2.62  0.193
C  -0.55  2.24  3.71  -0.943
C  -1.81  2.74  4.00  -0.664
C  -2.87  2.38  3.19  -0.893
C  -2.62  1.58  2.10  -0.313
N  -1.41  1.11  1.81  0.495
C  2.49  -0.69  -0.61  0.576
C  3.65  -1.30  -1.05  -0.709
C  3.82  -1.51  -2.41  -0.497
C  2.83  -1.10  -3.29  -0.889
C  1.67  -0.56  -2.76  -0.282
N  1.49  -0.38  -1.45  0.091
H  4.38  -0.45  1.44  0.552
H  1.59  0.73  4.41  0.674
H  0.31  2.51  4.31  0.582
H  -1.95  3.40  4.85  0.448
H  -3.88  2.73  3.39  0.457
H  -3.42  1.31  1.43  0.446
H  4.42  -1.59  -0.35  0.421
H  4.73  -1.97  -2.78  0.465
H  2.94  -1.21  -4.36  0.433
H  0.85  -0.25  -3.40  0.493
N  -2.28  -5.08  4.19  -0.442
C  -1.96  -4.11  3.30  1.135
C  -1.68  -2.80  3.70  -1.075
C  -1.38  -1.85  2.76  -0.281
N  -1.31  -2.08  1.43  0.262
C  -1.56  -3.35  1.06  -0.386
C  -1.88  -4.37  1.92  -1.012
H  -2.24  -4.90  5.18  0.207
H  -2.40  -6.03  3.90  0.201
H  -1.70  -2.52  4.75  0.391
H  -1.16  -0.85  3.10  0.349
H  -1.46  -3.58  0.02  0.466
H  -2.05  -5.37  1.53  0.373
Cl  -1.80  2.63  -0.94  -0.242
C  -1.08  1.47  -2.19  -1.050
H  -0.19  2.00  -2.52  0.555
H  -1.79  1.51  -3.02  0.399
O  -3.64  0.18  -1.22  -0.364
C  -4.19  -0.07  -2.53  -0.854
N  -5.01  -1.23  -2.59  -0.070
C  -4.61  -2.48  -3.03  0.100
O  -5.38  -3.36  -3.30  -0.579
C  -3.12  -2.68  -3.07  -0.714
C  -2.45  -3.26  -4.13  -0.343
C  -1.07  -3.38  -4.05  -1.027
C  -0.41  -2.88  -2.94  -0.673
N  -1.06  -2.32  -1.91  0.020
C  -2.39  -2.29  -1.97  0.116
H  -3.76  1.12  -1.01  0.309
H  -3.36  -0.17  -3.22  0.464
H  -4.78  0.80  -2.83  0.498
H  -6.00  -1.14  -2.45  0.272
H  -3.00  -3.61  -4.99  0.535
H  -0.50  -3.85  -4.84  0.451
H  0.67  -2.93  -2.87  0.721
H  -2.91  -1.95  -1.08  1.323

Relative energy (zero: lowest compared OMol25 entry of this formula, charge and spin): 0.0 kcal/mol
Total charge: +1
Orbital gap (alpha / beta): 6.431 / 6.498 eV
2S+1: 6
HOMO (alpha / beta): -9.90 / -9.90 eV


Entry 4:
Molecular formula: C15H25LaO3P2
Method: DFT, ωB97M-V/def2-TZVPD

Last column: Mulliken charge in e.
Cartesian coordinates (Å):
La  -0.15  0.03  0.28  1.345
C  0.98  1.00  7.14  -0.804
O  2.25  0.72  6.50  -0.398
C  2.27  0.40  5.22  0.881
C  3.54  0.05  4.71  -1.056
C  3.63  -0.35  3.42  -0.788
C  2.50  -0.38  2.54  -0.049
C  2.70  -0.91  1.25  1.550
C  3.98  -1.57  0.85  -1.538
O  1.75  -0.90  0.35  -0.655
C  1.25  0.05  3.08  0.340
O  0.12  0.10  2.31  -0.739
C  1.13  0.40  4.40  -0.199
H  1.20  1.10  8.19  0.253
H  0.29  0.17  6.98  0.351
H  0.57  1.93  6.74  0.353
H  4.40  0.08  5.36  0.491
H  4.60  -0.64  3.03  0.465
H  4.31  -2.28  1.60  0.472
H  4.76  -0.81  0.73  0.429
H  3.84  -2.07  -0.10  0.338
H  0.16  0.68  4.77  0.502
C  -4.26  -0.26  -1.21  -1.129
P  -3.08  0.37  0.02  0.358
C  -3.93  0.09  1.61  -1.217
C  -3.20  2.20  -0.18  -0.925
C  -2.19  3.02  0.64  -0.918
P  -0.44  2.91  0.08  0.334
C  0.46  3.86  1.34  -1.181
C  -0.38  3.95  -1.40  -1.162
H  -5.24  0.19  -1.07  0.381
H  -4.35  -1.34  -1.12  0.385
H  -3.91  -0.03  -2.22  0.379
H  -4.92  0.55  1.60  0.413
H  -3.36  0.50  2.44  0.343
H  -4.05  -0.98  1.78  0.402
H  -4.21  2.48  0.10  0.480
H  -3.11  2.42  -1.25  0.371
H  -2.22  2.74  1.70  0.361
H  -2.45  4.08  0.61  0.478
H  0.02  4.86  1.45  0.420
H  1.50  3.98  1.06  0.408
H  0.42  3.36  2.31  0.310
H  -0.77  4.95  -1.16  0.390
H  -0.96  3.53  -2.21  0.379
H  0.65  4.05  -1.74  0.393

Total charge: +2
Orbital gap: 7.938 eV
HOMO: -14.61 eV


Among the records above, which one has the highest total charge? C15H25LaO3P2


Which formula does entry 1 have? C42H105N7


Look up the total charge of the second one. +1